This record from the Open Molecules 2025 dataset describes C31H53NNiO2Si2 as an isolated structure in a non-equilibrium geometry. The level of theory is ωB97M-V/def2-TZVPD.

Positions of all 90 atoms, in Å:
O -0.47 -0.99 -2.39
O 0.60 0.61 -3.61
C 0.21 -2.21 -2.78
C -0.47 -3.51 -2.29
H 1.23 -2.21 -2.42
H 0.34 -2.25 -3.86
H -0.54 -3.53 -1.20
H 0.12 -4.38 -2.59
H -1.46 -3.64 -2.70
C -1.73 -0.85 -3.09
C -1.79 -1.09 -4.62
H -2.09 0.15 -2.89
H -2.46 -1.54 -2.67
H -1.03 -0.52 -5.15
H -2.76 -0.77 -5.02
H -1.67 -2.14 -4.88
C 0.13 1.95 -3.46
C 1.87 0.33 -4.19
C -0.77 2.37 -4.62
H 0.96 2.65 -3.34
H -0.47 2.01 -2.55
H -0.26 2.32 -5.58
H -1.12 3.40 -4.49
H -1.66 1.74 -4.68
C 1.88 0.59 -5.70
H 2.11 -0.72 -4.02
H 2.65 0.91 -3.72
H 1.04 0.10 -6.19
H 2.80 0.22 -6.15
H 1.83 1.66 -5.91
H 0.31 -0.04 -2.86
Ni -0.04 -0.03 1.36
C 1.54 -0.03 0.05
Si 3.39 0.44 0.23
H 1.29 -1.06 0.29
H 0.84 0.74 -0.25
C 4.38 -0.73 -0.84
C 4.21 0.26 1.91
C 3.71 2.21 -0.29
C -1.80 -1.08 0.82
Si -3.38 -0.03 0.71
H -1.72 -1.26 1.88
H -2.01 -2.07 0.42
C -4.62 -0.82 -0.45
C -3.00 1.69 0.11
C -4.22 0.05 2.38
H 3.15 2.48 -1.18
H 4.77 2.37 -0.51
H 3.43 2.90 0.49
H 4.06 -1.76 -0.69
H 5.44 -0.68 -0.60
H 4.29 -0.51 -1.90
H 3.91 -0.64 2.44
H 4.01 1.13 2.53
H 5.29 0.21 1.79
H -3.37 1.85 -0.91
H -1.93 1.87 0.09
H -3.45 2.45 0.75
H -5.14 0.63 2.33
H -3.58 0.52 3.12
H -4.48 -0.95 2.74
H -5.62 -0.41 -0.29
H -4.68 -1.89 -0.29
H -4.38 -0.64 -1.50
C -1.09 4.05 2.11
C -1.73 3.88 3.35
C -1.73 2.63 3.98
C -1.12 1.54 3.34
C -0.54 1.68 2.08
C -0.48 2.95 1.48
C -0.78 0.26 3.95
C -1.01 -0.01 5.30
C -0.34 -1.06 5.91
C 0.58 -1.80 5.17
C 1.38 -2.76 5.81
C 2.36 -3.44 5.10
C 2.52 -3.21 3.73
C 1.71 -2.28 3.07
C 0.74 -1.55 3.77
N 0.03 -0.54 3.19
H -1.07 5.02 1.64
H -2.20 4.72 3.83
H -2.17 2.54 4.96
H -0.02 3.07 0.51
H -1.63 0.63 5.92
H -0.48 -1.23 6.96
H 1.27 -2.94 6.88
H 3.00 -4.15 5.61
H 3.30 -3.73 3.19
H 1.89 -2.11 2.03

Computed properties:
ΔE to the lowest compared entry with this formula, charge and spin (kJ/mol): 428.3
2S+1: 3
Total energy (eV): -95385.3539
Lowest unoccupied orbital energy (alpha / beta) (eV): 0.07 / 0.07
<S²>: 2.013
HOMO energy (alpha / beta) (eV): -5.84 / -5.71
Net charge: 0

Calculated atomic charges, method Mulliken, unit e: number 1, O, carries -0.0529; number 2, O, carries 0.5352; number 3, C, carries -0.4336; number 4, C, carries -1.5140; number 5, H, carries 0.3531; number 6, H, carries 0.4124; number 7, H, carries 0.2600; number 8, H, carries 0.4290; number 9, H, carries 0.3270; number 10, C, carries -0.0065; number 11, C, carries -1.6439; number 12, H, carries 0.1461; number 13, H, carries 0.6048; number 14, H, carries 0.1508; number 15, H, carries 0.4552; number 16, H, carries 0.3533; number 17, C, carries 0.0979; number 18, C, carries 0.0344; number 19, C, carries -1.2779; number 20, H, carries 0.4577; number 21, H, carries -0.1311; number 22, H, carries 0.2847; number 23, H, carries 0.4678; number 24, H, carries 0.2394; number 25, C, carries -1.4089; number 26, H, carries 0.3241; number 27, H, carries 0.1385; number 28, H, carries 0.2964; number 29, H, carries 0.4234; number 30, H, carries 0.3381; number 31, H, carries 0.2611; number 32, Ni, carries -0.9228; number 33, C, carries 1.0587; number 34, Si, carries 0.0838; number 35, H, carries -0.1182; number 36, H, carries -1.0248; number 37, C, carries -1.0741; number 38, C, carries -1.0812; number 39, C, carries -1.0354; number 40, C, carries -0.8217; number 41, Si, carries 0.3365; number 42, H, carries 0.5393; number 43, H, carries 0.4070; number 44, C, carries -1.1235; number 45, C, carries -0.4961; number 46, C, carries -1.0760; number 47, H, carries 0.1433; number 48, H, carries 0.3557; number 49, H, carries 0.3412; number 50, H, carries 0.3265; number 51, H, carries 0.3769; number 52, H, carries 0.2002; number 53, H, carries 0.2363; number 54, H, carries 0.2804; number 55, H, carries 0.3889; number 56, H, carries 0.5811; number 57, H, carries -0.5643; number 58, H, carries 0.3637; number 59, H, carries 0.3272; number 60, H, carries 0.2334; number 61, H, carries 0.2878; number 62, H, carries 0.3448; number 63, H, carries 0.3048; number 64, H, carries 0.2220; number 65, C, carries -0.6996; number 66, C, carries -1.0320; number 67, C, carries -0.1737; number 68, C, carries 0.5816; number 69, C, carries -0.2851; number 70, C, carries 0.4346; number 71, C, carries 0.9786; number 72, C, carries -1.0786; number 73, C, carries -1.0157; number 74, C, carries 1.2396; number 75, C, carries -0.8792; number 76, C, carries -0.5536; number 77, C, carries -0.7793; number 78, C, carries -0.9085; number 79, C, carries 0.0135; number 80, N, carries 0.5861; number 81, H, carries 0.4163; number 82, H, carries 0.3720; number 83, H, carries 0.3490; number 84, H, carries 0.3594; number 85, H, carries 0.4192; number 86, H, carries 0.3945; number 87, H, carries 0.3825; number 88, H, carries 0.3861; number 89, H, carries 0.4422; number 90, H, carries 0.7270

---

This record from the Open Molecules 2025 dataset describes C42H37Co2O11P as an isolated structure in a non-equilibrium geometry. The level of theory is ωB97M-V/def2-TZVPD.

Positions of all 93 atoms, in Å:
C -5.86 -2.23 -4.57
C -5.91 -2.12 -3.07
O -5.52 -0.79 -2.66
C -5.53 -0.69 -1.31
C -5.20 0.65 -0.84
C -5.64 0.94 0.53
O -6.40 0.22 1.16
O -5.15 2.09 1.05
C -5.51 2.25 2.43
C -5.27 3.67 2.85
C -4.37 1.51 -1.69
O -3.67 1.12 -2.62
O -4.40 2.82 -1.31
C -3.45 3.60 -2.06
C -3.33 4.96 -1.42
O -5.76 -1.65 -0.59
H -6.18 -3.26 -4.80
H -6.56 -1.53 -5.05
H -4.85 -2.08 -4.96
H -6.94 -2.32 -2.71
H -5.23 -2.87 -2.62
H -6.57 2.00 2.59
H -4.89 1.56 3.04
H -5.45 3.73 3.93
H -4.24 3.99 2.64
H -5.97 4.34 2.34
H -2.47 3.12 -2.05
H -3.80 3.69 -3.10
H -2.58 5.51 -1.98
H -4.28 5.51 -1.45
H -3.00 4.87 -0.38
O -2.43 0.64 1.34
C -1.69 0.12 2.06
Co -0.47 -0.73 3.05
C -0.45 0.25 4.49
O -0.28 0.92 5.41
C -1.34 -2.21 3.50
O -1.78 -3.26 3.68
C 1.54 -1.16 2.70
C 0.90 -1.38 1.46
C 0.16 -2.43 0.94
C -0.61 -2.48 -0.26
C -1.28 -3.68 -0.60
C -2.01 -3.78 -1.78
C -2.07 -2.69 -2.66
C -1.40 -1.50 -2.34
C -0.67 -1.40 -1.16
Co 1.81 0.24 1.62
C 1.09 1.30 0.40
O 0.61 2.02 -0.40
C 2.36 1.39 2.82
O 2.65 2.18 3.62
P 3.87 -0.06 0.65
C 3.95 0.71 -1.00
C 4.18 0.01 -2.20
C 4.04 0.67 -3.43
C 3.69 2.02 -3.49
C 3.50 2.72 -2.30
C 3.65 2.08 -1.07
C 5.25 0.67 1.60
C 6.13 1.65 1.11
C 7.04 2.27 1.98
C 7.12 1.91 3.32
C 6.28 0.90 3.80
C 5.37 0.28 2.95
C 4.28 -1.83 0.42
C 5.40 -2.46 0.98
C 5.55 -3.85 0.87
C 4.60 -4.62 0.20
C 3.49 -3.99 -0.37
C 3.35 -2.61 -0.28
H 2.20 -1.80 3.26
H 0.21 -3.34 1.53
H -1.20 -4.52 0.09
H -2.53 -4.71 -2.03
H -2.61 -2.76 -3.61
H -1.45 -0.65 -3.02
H -0.13 -0.49 -0.91
H 4.47 -1.04 -2.18
H 4.19 0.11 -4.36
H 3.57 2.52 -4.45
H 3.21 3.77 -2.32
H 3.54 2.67 -0.16
H 6.11 1.94 0.07
H 7.69 3.07 1.60
H 7.83 2.40 4.00
H 6.33 0.60 4.85
H 4.73 -0.51 3.35
H 6.15 -1.88 1.51
H 6.41 -4.34 1.33
H 4.72 -5.71 0.11
H 2.72 -4.58 -0.88
H 2.47 -2.14 -0.73

Computed properties:
ΔE to the lowest compared entry with this formula, charge and spin (kJ/mol): 0.0
Total energy (eV): -151215.0840
Lowest unoccupied orbital energy (eV): -2.50
HOMO energy (eV): -5.64
Net charge: 0

Calculated atomic charges, method Mulliken, unit e: number 1, C, carries -1.3273; number 2, C, carries -0.1320; number 3, O, carries -0.2072; number 4, C, carries 0.2716; number 5, C, carries 0.3597; number 6, C, carries 0.2645; number 7, O, carries -0.7103; number 8, O, carries -0.0834; number 9, C, carries -0.1313; number 10, C, carries -1.2299; number 11, C, carries 0.6359; number 12, O, carries -0.7616; number 13, O, carries -0.3228; number 14, C, carries -0.0265; number 15, C, carries -1.2500; number 16, O, carries -0.7164; number 17, H, carries 0.3943; number 18, H, carries 0.3489; number 19, H, carries 0.2565; number 20, H, carries 0.3761; number 21, H, carries 0.2124; number 22, H, carries 0.2816; number 23, H, carries 0.1838; number 24, H, carries 0.4180; number 25, H, carries 0.2518; number 26, H, carries 0.2886; number 27, H, carries 0.1850; number 28, H, carries 0.2807; number 29, H, carries 0.4215; number 30, H, carries 0.3189; number 31, H, carries 0.2318; number 32, O, carries 0.0932; number 33, C, carries -0.0025; number 34, Co, carries 0.1413; number 35, C, carries 0.0970; number 36, O, carries -0.2877; number 37, C, carries 0.2353; number 38, O, carries -0.3041; number 39, C, carries -0.6035; number 40, C, carries -1.2303; number 41, C, carries 0.4585; number 42, C, carries 1.1057; number 43, C, carries -0.7387; number 44, C, carries -0.8439; number 45, C, carries -0.2754; number 46, C, carries -0.5535; number 47, C, carries 0.2326; number 48, Co, carries 0.8322; number 49, C, carries 0.2374; number 50, O, carries -0.3573; number 51, C, carries 0.2136; number 52, O, carries -0.3895; number 53, P, carries 2.4811; number 54, C, carries -0.0074; number 55, C, carries -0.4384; number 56, C, carries -0.6827; number 57, C, carries -0.5792; number 58, C, carries -0.7163; number 59, C, carries -0.6034; number 60, C, carries -0.3354; number 61, C, carries -0.4453; number 62, C, carries -0.6382; number 63, C, carries -0.5582; number 64, C, carries -0.7310; number 65, C, carries -0.1689; number 66, C, carries 0.0221; number 67, C, carries -0.6639; number 68, C, carries -0.6220; number 69, C, carries -0.6107; number 70, C, carries -0.7408; number 71, C, carries -0.6321; number 72, H, carries 0.4564; number 73, H, carries 0.8056; number 74, H, carries 0.4332; number 75, H, carries 0.4034; number 76, H, carries 0.3466; number 77, H, carries 0.2675; number 78, H, carries 0.0323; number 79, H, carries 0.4373; number 80, H, carries 0.4137; number 81, H, carries 0.4020; number 82, H, carries 0.4061; number 83, H, carries 0.5601; number 84, H, carries 0.4300; number 85, H, carries 0.4022; number 86, H, carries 0.3882; number 87, H, carries 0.4053; number 88, H, carries 0.4460; number 89, H, carries 0.4123; number 90, H, carries 0.4043; number 91, H, carries 0.3921; number 92, H, carries 0.4591; number 93, H, carries 0.8240

---

This record from the Open Molecules 2025 dataset describes one molecule with the formula C8H16N2O4S in a non-equilibrium geometry. The level of theory is ωB97M-V/def2-TZVPD.

Positions of all 31 atoms, in Å:
C 3.52 -3.20 2.18
S 2.46 -2.74 0.77
C 2.94 -0.98 0.79
C 2.03 -0.10 -0.08
C 0.88 0.64 0.73
N 0.21 -0.28 1.63
C -0.03 1.24 -0.36
O 0.32 2.18 -1.09
N -1.22 0.66 -0.49
C -2.19 1.04 -1.50
C -3.28 -0.02 -1.50
O -4.24 0.12 -2.53
C -2.84 2.44 -1.26
O -4.07 2.58 -1.22
O -2.00 3.42 -1.13
H 3.19 -2.65 3.06
H 3.39 -4.25 2.41
H 4.57 -2.99 1.92
H 2.93 -0.65 1.82
H 3.97 -0.85 0.44
H 2.57 0.64 -0.66
H 1.65 -0.75 -0.85
H 1.27 1.51 1.31
H -0.48 0.11 2.23
H -0.06 -1.18 1.22
H -1.47 -0.04 0.16
H -1.66 1.09 -2.45
H -2.77 -0.96 -1.62
H -3.75 -0.03 -0.50
H -4.75 0.93 -2.23
H -1.08 3.08 -1.20

Computed properties:
ΔE to the lowest compared entry with this formula, charge and spin (kJ/mol): 27.3
SMILES: CSCC[C@H](N)C(=O)N[C@@H](CO)C(=O)O
Total energy (eV): -30561.6582
Lowest unoccupied orbital energy (eV): 0.40
HOMO energy (eV): -8.93
Net charge: 0

Calculated atomic charges, method natural (NBO), unit e: number 1, C, carries -0.7290; number 2, S, carries 0.1684; number 3, C, carries -0.5248; number 4, C, carries -0.4124; number 5, C, carries -0.1203; number 6, N, carries -0.8581; number 7, C, carries 0.6822; number 8, O, carries -0.6821; number 9, N, carries -0.5956; number 10, C, carries -0.1942; number 11, C, carries -0.0625; number 12, O, carries -0.7113; number 13, C, carries 0.7926; number 14, O, carries -0.6203; number 15, O, carries -0.6563; number 16, H, carries 0.2154; number 17, H, carries 0.2303; number 18, H, carries 0.2175; number 19, H, carries 0.2170; number 20, H, carries 0.2155; number 21, H, carries 0.2389; number 22, H, carries 0.2103; number 23, H, carries 0.2253; number 24, H, carries 0.3767; number 25, H, carries 0.3775; number 26, H, carries 0.4087; number 27, H, carries 0.2343; number 28, H, carries 0.1789; number 29, H, carries 0.1669; number 30, H, carries 0.4982; number 31, H, carries 0.5123